Record 1
# C19H45NO7S4

A 8-piece molecular cluster, C19H45NO7S4 overall at a distorted geometry (the ωB97M-V functional and the def2-TZVPD basis, OMol25).

Atoms and positions in Å:
C -24.810 32.883 15.605
C -25.445 32.651 16.913
N -25.931 32.484 17.972
H -25.336 32.421 14.769
H -23.799 32.480 15.559
H -24.737 33.968 15.529
C -24.823 32.214 6.531
S -25.586 33.697 5.610
O -24.464 34.503 4.926
C -26.159 34.709 7.062
H -25.478 31.347 6.619
H -24.568 32.567 7.530
H -23.904 31.973 5.998
H -26.506 35.580 6.506
H -25.246 34.719 7.658
H -26.957 34.199 7.603
C -25.905 35.890 12.716
S -26.690 35.571 11.132
O -28.178 35.446 11.434
C -26.125 33.781 10.952
H -26.151 35.156 13.483
H -26.503 36.743 13.037
H -24.841 36.110 12.629
H -25.053 33.735 11.143
H -26.415 33.407 9.971
H -26.610 33.222 11.752
C -31.166 33.595 15.546
S -29.424 33.509 15.103
O -29.476 32.524 13.933
C -29.392 35.241 14.451
H -31.233 34.176 16.466
H -31.412 32.584 15.870
H -31.851 33.912 14.759
H -28.419 35.715 14.323
H -30.093 35.852 15.020
H -29.870 35.205 13.472
C -22.760 38.694 9.448
S -23.545 37.129 10.143
O -23.321 36.094 9.019
C -22.190 36.699 11.413
H -22.453 39.392 10.227
H -23.402 39.224 8.744
H -21.902 38.400 8.843
H -22.484 35.892 12.084
H -22.066 37.640 11.948
H -21.273 36.504 10.856
C -21.964 32.329 11.213
C -22.421 32.376 12.614
O -23.556 32.001 12.934
C -21.399 32.738 13.728
H -21.757 33.361 10.930
H -22.737 31.907 10.570
H -21.000 31.820 11.211
H -21.811 32.671 14.735
H -21.063 33.749 13.495
H -20.543 32.064 13.716
C -24.655 29.321 12.330
C -25.686 29.956 11.381
O -25.402 30.272 10.189
C -27.102 30.077 11.966
H -24.976 29.599 13.334
H -23.576 29.423 12.212
H -24.849 28.251 12.255
H -27.667 30.697 11.269
H -27.077 30.645 12.896
H -27.583 29.101 12.025
C -25.419 39.561 15.357
C -25.849 40.628 16.242
O -26.686 41.430 15.805
C -25.329 40.763 17.661
H -24.701 38.972 15.927
H -24.893 39.979 14.499
H -26.257 38.933 15.056
H -25.831 41.559 18.211
H -24.367 41.195 17.386
H -25.240 39.888 18.304

For the HOMO-LUMO gap (spin up / spin down), the calculation gives 0.085 / 0.326 Ha. For the electronic energy, the calculation gives -2924.887604 Eh. The maximum force is 4.1 eV/Å. As for the spin multiplicity: 2. As for the charge: -1.

How is the electron density shared among the atoms? According to Mulliken, the charges in e are: C -0.11; C 0.20; N -0.43; H -0.11; H -0.09; H 0.26; C -0.64; S 0.40; O -0.62; C -0.53; H 0.33; H 0.03; H 0.37; H 0.40; H 0.03; H 0.26; C -0.15; S 0.24; O -0.56; C -0.61; H -0.03; H 0.20; H -0.04; H 0.05; H 0.41; H 0.14; C -1.11; S 0.58; O -0.62; C -0.67; H 0.41; H 0.34; H 0.32; H 0.01; H 0.44; H 0.30; C -0.55; S 0.42; O -0.62; C -1.40; H 0.28; H 0.28; H 0.25; H 0.50; H 0.28; H 0.24; C -1.36; C 1.86; O -0.40; C -1.78; H 0.25; H 0.15; H 0.48; H 0.07; H 0.34; H 0.43; C -1.19; C 1.03; O -0.63; C -1.13; H 0.27; H 0.27; H 0.44; H 0.29; H 0.25; H 0.43; C -0.97; C 0.72; O -0.50; C -1.16; H 0.40; H 0.20; H 0.16; H 0.31; H 0.32; H 0.37

---

Record 2
# C19H46BF19N5O7P2

A 9-piece molecular cluster, C19H46BF19N5O7P2 overall at a distorted geometry (the ωB97M-V functional and the def2-TZVPD basis, OMol25).

Atoms and positions in Å:
C 24.701 5.596 4.001
C 25.472 5.969 2.749
O 25.737 7.070 2.431
N 26.030 4.832 1.887
H 26.543 5.368 1.180
H 26.703 4.232 2.368
C 24.957 4.086 1.112
H 25.254 5.006 4.733
H 23.760 5.178 3.630
H 24.390 6.420 4.645
H 24.202 4.803 0.803
H 24.492 3.269 1.656
H 25.461 3.658 0.249
C 25.642 2.041 11.977
C 25.313 2.759 10.698
O 26.132 3.207 9.975
N 23.854 3.043 10.461
H 23.842 3.110 9.433
H 23.218 2.268 10.654
C 23.403 4.338 11.116
H 25.008 1.157 12.097
H 25.346 2.697 12.803
H 26.668 1.746 12.164
H 24.120 5.123 10.922
H 23.375 4.117 12.183
H 22.355 4.422 10.861
C 21.178 4.877 5.066
C 20.678 4.463 6.427
O 20.861 3.384 6.883
N 19.862 5.443 7.190
H 20.394 6.330 7.271
H 19.006 5.575 6.647
C 19.452 5.012 8.562
H 22.074 5.465 5.295
H 20.367 5.448 4.614
H 21.544 4.010 4.528
H 20.284 4.966 9.253
H 18.954 4.043 8.572
H 18.684 5.686 8.940
C 21.155 12.095 4.045
C 22.289 11.156 4.206
O 23.417 11.496 4.086
N 22.003 9.793 4.798
H 21.050 9.735 5.206
H 22.032 9.000 4.158
C 23.010 9.497 5.898
H 20.726 11.894 3.056
H 21.547 13.105 4.066
H 20.340 11.902 4.744
H 22.836 8.495 6.284
H 22.860 10.250 6.667
H 24.015 9.556 5.489
C 21.746 10.257 10.440
C 23.221 9.947 10.449
O 24.031 10.724 10.105
N 23.526 8.459 10.589
H 22.625 7.967 10.772
H 23.700 7.935 9.711
C 24.590 8.156 11.612
H 21.216 9.855 11.304
H 21.279 9.824 9.552
H 21.550 11.326 10.444
H 24.545 7.090 11.823
H 24.344 8.704 12.515
H 25.570 8.336 11.180
C 27.855 9.805 7.346
O 27.839 8.937 6.225
O 27.860 11.039 6.864
C 26.673 9.634 8.387
F 26.360 10.750 9.019
F 25.479 9.216 7.832
F 26.961 8.659 9.306
C 28.114 7.559 6.395
C 26.860 6.740 6.758
H 27.185 5.695 6.802
H 26.281 7.029 7.625
H 26.340 6.828 5.799
H 28.947 7.361 7.078
H 28.411 7.251 5.390
H 28.754 9.582 7.956
P 18.905 8.941 7.080
F 20.405 8.294 7.297
F 18.543 8.288 8.538
F 19.429 10.260 7.822
F 17.388 9.478 6.902
F 19.472 9.628 5.699
F 18.498 7.570 6.390
P 20.606 6.627 12.206
F 19.908 8.033 11.743
F 19.638 6.668 13.510
F 19.574 5.644 11.459
F 21.401 5.361 12.779
F 21.487 6.781 10.806
F 21.687 7.596 12.975
B 23.387 6.081 8.082
F 22.997 4.765 8.356
F 23.971 6.139 6.770
F 22.332 7.000 8.044
F 24.333 6.555 8.967

For the HOMO-LUMO gap, the calculation gives 0.122 Ha. For the electronic energy, the calculation gives -4157.269885 Eh. The maximum force is 4.3 eV/Å. Its energy above the lowest of the compared OMol25 structures with the same formula, charge and spin is 16.1 kcal/mol. As for the charge: +1.

How is the electron density shared among the atoms? According to Mulliken, the charges in e are: C -0.36; C 0.18; O -0.40; N -0.06; H 0.43; H 0.39; C -0.83; H 0.50; H 0.37; H -0.29; H 0.36; H 0.32; H 0.38; C -1.17; C 0.60; O -0.37; N 0.32; H 0.18; H 0.47; C -1.42; H 0.35; H 0.32; H 0.35; H 0.45; H 0.45; H 0.28; C -0.65; C 0.63; O -0.46; N 0.66; H -0.55; H 0.55; C -0.72; H -0.21; H 0.40; H 0.43; H -0.03; H 0.50; H 0.37; C -1.05; C 0.73; O -0.39; N 0.40; H 0.10; H 0.44; C -1.38; H 0.32; H 0.34; H 0.33; H -0.16; H 0.59; H 0.70; C -0.88; C 0.53; O -0.37; N 1.59; H -0.21; H -0.28; C -0.61; H 0.32; H 0.06; H 0.44; H 0.20; H 0.35; H 0.22; C -0.26; O -0.25; O -0.89; C 0.66; F -0.27; F 0.07; F -0.31; C -0.80; C 0.48; H 0.40; H -0.64; H -0.18; H 0.38; H 0.33; H 0.18; P 1.35; F -0.60; F -0.35; F -0.37; F -0.31; F -0.53; F -0.42; P 1.63; F -0.39; F -0.33; F -0.38; F -0.38; F -0.86; F -0.38; B -0.02; F -0.49; F 0.25; F 0.10; F -0.49

---

The lowest electronic energy belongs to which entry?
C19H46BF19N5O7P2